[1]
Below is a 2-piece molecular cluster, C21H49ClO4P overall, with properties calculated with ωB97M-V with the def2-TZVPD basis set.

Summary:
orbital gap = 0.2276 Ha
net charge = -1

```
76
Properties=species:S:1:pos:R:3:forces:R:3:lowdin_charge:R:1
H 4.6896 1.0288 -0.2424 0.15 -0.02 0.01 0.09
H -0.1283 -0.3112 2.3832 -0.10 0.06 -0.10 0.00
O -4.3593 0.9416 2.1293 0.04 -0.07 0.10 -0.14
H -4.0583 3.5432 -3.0176 -0.06 -0.01 -0.06 0.07
H 0.5513 -2.1773 3.0291 0.01 0.00 -0.03 -0.04
H 5.3773 -1.2821 1.4216 0.02 -0.01 -0.02 0.07
H 0.8527 0.5459 0.3292 0.03 0.06 0.01 0.04
Cl 3.3335 -2.7784 3.7347 -0.05 -0.20 0.17 0.54
H 5.4236 -1.2795 3.1746 -0.01 0.05 0.10 0.04
C 4.2616 1.6394 -1.0396 -0.41 -0.16 -0.07 -0.21
H 1.7914 3.1386 1.3446 -0.11 0.03 -0.06 0.07
H 2.7298 1.2193 -2.4970 -0.14 0.05 -0.04 0.11
H -2.4220 -2.6605 -2.6578 -0.02 -0.02 -0.02 0.09
H 0.8925 -0.8070 -2.0226 0.05 -0.05 -0.12 0.08
O -2.2171 -1.4176 1.0322 -0.08 -0.18 -0.18 -0.23
C 1.3970 -1.0346 -1.0752 -0.19 0.47 -0.15 -0.27
C 3.9321 3.1745 0.9983 -0.37 0.20 0.12 -0.25
H -2.5230 0.9001 1.1632 0.03 -0.01 -0.04 0.12
O -5.8984 2.8113 -0.6001 -0.08 -0.03 -0.04 -0.15
H 1.2543 -2.5970 1.0900 0.06 -0.05 0.03 0.01
C 0.5397 -0.4689 0.0707 0.25 -0.09 -0.30 -0.32
C 2.8222 -0.4826 -1.1911 -0.11 -0.37 -0.16 -0.22
C 2.2630 -0.6875 2.2947 0.14 -0.39 0.31 -0.40
H -4.7385 1.0780 -0.4642 0.11 0.02 -0.02 0.12
H -2.8819 -5.1271 -3.2883 -0.01 0.04 -0.02 0.08
H -0.4825 -0.3722 -0.3026 -0.14 -0.08 0.24 0.05
C 2.6149 3.8492 1.4098 0.24 -0.23 -0.12 -0.11
H 0.0431 -4.2697 -3.4850 0.03 0.01 0.01 0.14
C -0.9499 -4.1968 -3.0370 -0.20 0.04 -0.01 -0.50
P 0.5572 -1.4601 1.7358 0.04 0.10 0.13 0.49
C 4.1319 3.0774 -0.5271 0.42 0.01 0.04 -0.22
H 4.7575 3.7254 1.4521 0.09 0.00 -0.06 0.10
H -0.9594 -2.8959 0.3693 -0.05 0.16 -0.18 0.05
H -1.5263 -2.4475 -4.1733 -0.01 0.01 0.01 0.08
C -1.8924 -5.1558 -3.7531 0.05 -0.09 0.01 -0.07
H 3.3142 -0.9907 -2.0288 0.09 -0.07 0.05 0.11
H -3.8675 2.1172 -2.0154 -0.05 -0.05 0.04 0.07
H 4.9482 1.5777 -1.8854 0.09 0.05 -0.03 0.10
H 2.4020 4.6868 0.7464 -0.07 0.13 0.05 0.06
C 3.4354 -1.6601 2.3269 0.12 0.45 -0.50 -0.81
H 1.4438 -2.1248 -1.0099 -0.02 -0.08 0.07 0.09
H -6.2432 1.1205 0.4316 -0.06 -0.01 -0.07 0.13
H 2.6604 4.2155 2.4342 -0.05 0.01 0.06 0.06
H -5.5105 4.5312 -1.5324 -0.09 0.02 0.03 0.11
H -1.3838 -3.0052 2.0762 -0.01 -0.04 0.03 0.07
H -5.3334 2.7403 2.0218 0.00 0.03 0.07 0.13
H 2.1205 1.5417 -0.8934 -0.09 -0.08 0.11 0.09
H 3.3092 3.5869 -1.0324 -0.08 -0.04 -0.10 0.10
C -2.7998 -0.9219 2.2108 0.01 0.25 0.06 -0.23
C -4.6638 2.1166 1.4221 -0.15 0.08 -0.01 -0.22
C -2.9747 0.5885 2.1078 0.07 -0.02 -0.14 -0.18
H -2.0027 -4.8924 -4.8069 0.00 0.01 0.00 0.07
H -3.7911 -1.3671 2.3555 -0.05 -0.06 0.07 0.12
H -1.5215 -6.1793 -3.6854 0.02 0.01 0.00 0.07
H 3.9532 2.1785 1.4403 0.05 -0.08 0.01 0.08
C 4.8231 -0.9891 2.3164 -0.03 -0.12 -0.15 -0.14
H -0.7573 -2.0889 -2.6138 0.04 0.01 0.02 0.05
H 4.7283 0.0953 2.2923 0.00 0.06 0.13 0.05
C -4.9366 3.7526 -1.0316 0.07 0.19 -0.22 -0.27
C 2.9065 1.0174 -1.4374 0.33 0.20 0.21 -0.21
O -0.7637 -4.5929 -1.6851 0.08 -0.13 -0.12 -0.06
H -2.4459 1.1022 2.9144 -0.04 0.07 0.09 0.12
H 2.5712 0.1335 1.6421 -0.10 0.12 -0.07 0.04
C -1.1172 -2.3028 1.2732 0.12 -0.12 0.21 -0.36
C -1.4402 -2.7595 -3.1299 0.02 -0.03 0.04 -0.05
H -1.6028 -4.4995 -1.2212 0.00 0.10 0.08 0.08
H -2.8849 3.5268 -1.7071 0.05 0.01 -0.04 0.07
H 5.0329 3.6356 -0.7959 0.01 0.03 0.00 0.10
H -4.4528 4.2351 -0.1782 0.02 -0.08 0.10 0.10
H -2.1730 -1.1513 3.0716 0.01 -0.11 0.03 0.11
H 2.1172 -0.2902 3.3043 -0.05 0.12 -0.01 0.06
C -5.3833 1.7218 0.1406 -0.07 -0.09 0.12 -0.19
C -3.8836 3.2041 -1.9991 0.16 0.03 0.05 -0.06
H 3.3632 -2.3101 1.4544 -0.07 -0.17 0.11 0.06
H -3.7631 2.7009 1.2209 0.08 -0.01 0.00 0.11
H 3.3884 -0.7644 -0.3026 0.05 0.13 0.14 0.08
```
Positions in Å, forces in eV/Å.

=====

[2]
Below is a 2-piece molecular cluster, C9H11O3 overall in a non-equilibrium geometry, with properties calculated with ωB97M-V with the def2-TZVPD basis set.

Summary:
energy relative to the best compared isomer or geometry (same formula, charge and spin) = 197.4 kJ/mol
orbital gap = 0.2396 Ha
net charge = -1

```
23
Properties=species:S:1:pos:R:3:forces:R:3:lowdin_charge:R:1
H 2.7637 -0.7208 -2.8583 -0.99 0.24 -0.53 0.07
H 1.6411 0.2376 -2.0201 -0.15 1.67 0.98 -0.01
H -1.5258 -1.5219 0.1206 0.05 -0.42 -0.30 0.10
H 0.4075 2.3000 2.4053 -0.58 -0.11 -1.18 0.11
H -2.5905 -1.7929 3.2584 0.79 -0.24 -0.61 0.08
C -1.0759 -0.6868 0.6260 0.38 0.74 -1.96 -0.02
C -1.5574 -1.9193 2.8408 1.11 2.19 2.88 -0.06
O 1.0177 -0.6483 -5.1037 -0.55 -0.28 -1.39 -0.08
O 0.4359 2.4740 -0.4131 0.52 0.05 0.60 0.06
C -0.6215 0.4796 2.5854 0.31 0.26 -1.69 -0.06
H 1.1500 2.9137 0.0661 -0.13 0.17 -0.24 0.11
C 1.2040 0.2235 -4.2658 1.23 1.42 2.62 -0.78
H 1.1265 -1.2287 -2.5437 -0.85 -1.42 -0.13 0.02
C -0.5652 0.3734 -0.2432 -0.92 -2.23 2.02 0.02
C 1.6811 -0.3892 -2.8586 1.67 -0.10 -0.98 -0.07
H -0.7226 0.6236 3.6458 0.39 0.15 0.37 0.09
H -0.8471 -1.9172 3.7750 -1.38 -0.09 -1.41 0.10
C -1.0788 -0.7248 2.0188 0.01 1.27 -0.70 -0.30
C -0.0882 1.5332 1.7591 0.15 -0.77 3.64 -0.03
O 1.1727 1.4972 -4.2732 -0.29 -1.56 -0.60 -0.13
H -0.5130 0.2945 -1.3278 -0.25 -0.11 0.30 0.12
C -0.0258 1.4677 0.3888 -0.38 0.17 -0.74 -0.37
H -1.3883 -2.8682 2.4176 -0.15 -1.01 -0.95 0.04
```
Positions in Å, forces in eV/Å.

=====

Number 1: LUMO energy 0.0992 hartree, E_HOMO -3.49 eV. Number 2: LUMO energy 0.1035 hartree, E_HOMO -3.70 eV.